{
  "formula": "H7O3S",
  "method": "the ωB97M-V functional and the def2-TZVPD basis",
  "species": ["S", "H", "H", "H", "O", "H", "H", "O", "H", "H", "O"],
  "xyz": [[0.296, 1.646, -0.369], [-1.010, 1.914, -0.518], [1.654, -0.907, 0.591], [0.684, -1.695, -0.352], [1.097, -1.685, 0.524], [-1.098, -0.731, -2.030], [0.304, -0.103, -2.084], [-0.193, -0.903, -2.310], [-1.610, -0.770, 1.792], [-0.381, -0.142, 2.461], [-1.298, -0.382, 2.618]],
  "forces_ev_per_angstrom": [[0.1, 0.2, 0.1], [0.0, 0.0, 0.0], [0.0, 0.0, -0.3], [0.2, 0.2, -0.1], [-0.3, -0.2, 0.2], [0.1, 0.1, -0.1], [-0.3, 0.0, -0.1], [0.2, -0.2, 0.1], [0.2, 0.0, 0.1], [0.0, -0.2, -0.1], [-0.3, 0.2, 0.0]],
  "multiplicity": 2,
  "charge": 0,
  "e_homo_ev": [-11.026, -10.590],
  "de_lowest_kj_mol": 15.9,
  "e_tot_ev": -17089.7752,
  "max_force_ha_per_bohr": 0.0080,
  "orbital_gap_ev": [11.3, 7.2]
}